{
  "formula": "C8H2Cl6MnO8",
  "method": "ωB97M-V/def2-TZVPD",
  "gap_ev": [6.8, 8.1],
  "homo_ev": [-5.4, -5.5],
  "multiplicity": 5,
  "e_lumo_ha": [0.05086, 0.09573],
  "total_charge": -1,
  "relative_energy_kcal_mol": 0.00,
  "elements": ["Mn", "Cl", "C", "C", "Cl", "C", "Cl", "C", "O", "C", "O", "C", "Cl", "O", "Cl", "O", "O", "O", "Cl", "C", "C", "O", "O", "H", "H"],
  "positions_angstrom": [[0.85663, 0.04331, 0.42888], [-4.26177, 1.33973, -3.65614], [-3.10085, 0.51974, -2.67789], [-3.16693, -0.85791, -2.51766], [-4.39801, -1.76427, -3.32041], [-2.23762, -1.52195, -1.70561], [-2.28700, -3.23314, -1.49219], [-1.25478, -0.79840, -1.05335], [-0.33151, -1.30261, -0.24592], [-1.17777, 0.59665, -1.23847], [-0.17331, 1.17149, -0.58035], [-2.09523, 1.25439, -2.03309], [-1.96780, 2.96263, -2.21291], [4.44089, 1.60070, -0.45837], [3.04178, 1.42567, -0.63502], [2.50261, 2.35801, -1.55734], [2.36025, 1.57494, 0.67452], [2.72947, 0.06117, -1.04501], [0.59066, -1.88475, 5.02016], [1.80640, -0.89039, 4.17051], [1.26914, -0.48501, 2.81316], [1.75240, -1.07562, 1.78593], [0.41188, 0.40285, 2.70361], [2.70294, -1.48996, 4.05854], [1.98756, -0.00727, 4.77440]],
  "atomic_forces_ev_per_a": [[-0.26, -0.29, -0.04], [-0.03, 0.04, -0.06], [0.05, -0.11, 0.10], [0.05, 0.11, 0.00], [-0.04, -0.05, -0.02], [0.00, -0.01, 0.05], [0.01, -0.03, 0.03], [-0.09, 0.38, -0.17], [0.67, 0.14, 0.50], [-0.03, -0.44, 0.06], [0.03, 0.48, 0.07], [0.02, -0.02, -0.05], [0.02, 0.05, 0.01], [0.00, -0.07, 0.12], [0.42, 0.27, -0.51], [0.08, 0.10, -0.04], [-0.66, -0.34, 0.30], [-0.24, -0.22, 0.05], [-0.01, -0.01, 0.04], [-0.05, -0.09, -0.10], [-0.07, 0.07, 0.10], [0.05, -0.01, -0.22], [0.07, 0.00, -0.21], [0.01, 0.02, 0.01], [0.01, 0.02, -0.01]],
  "mulliken_spin": [3.985, 0.000, 0.002, 0.008, 0.000, -0.002, 0.001, -0.030, 0.002, 0.011, 0.005, 0.006, 0.001, 0.003, -0.009, 0.002, 0.002, 0.025, 0.001, 0.000, -0.019, -0.035, 0.042, 0.000, 0.000]
}


{
  "formula": "C8H2N2S5SbW",
  "method": "ωB97M-V/def2-TZVPD",
  "gap_ev": [4.7, 5.5],
  "homo_ev": [-16.0, -16.2],
  "multiplicity": 2,
  "e_lumo_ha": [-0.41498, -0.39371],
  "total_charge": 2,
  "elements": ["W", "S", "C", "C", "C", "C", "N", "C", "C", "C", "S", "C", "N", "H", "H", "S", "Sb", "S", "S"],
  "positions_angstrom": [[-0.03749, -0.81790, 3.00325], [1.61670, -0.99263, 1.40645], [0.74693, -0.42986, -0.00040], [1.46907, 0.03195, -1.10135], [0.79606, 0.46774, -2.22969], [1.52506, 0.94440, -3.36334], [2.10408, 1.35528, -4.26609], [-0.61723, 0.45253, -2.25483], [-1.33934, -0.01274, -1.15756], [-0.66510, -0.46582, -0.03792], [-1.60423, -1.07069, 1.33704], [-1.32634, 0.90912, -3.40684], [-1.90628, 1.31780, -4.31094], [2.55101, 0.04501, -1.07055], [-2.42039, -0.03769, -1.20598], [-1.40743, 0.48527, 4.62228], [0.17411, -0.92453, 6.06067], [0.19770, -2.69551, 4.39116], [0.14310, 1.43828, 3.58466]],
  "atomic_forces_ev_per_a": [[-0.19, -0.53, -0.01], [-0.40, 0.19, -0.12], [0.18, -0.11, 0.37], [0.08, 0.02, -0.18], [0.04, -0.06, 0.15], [0.09, 0.12, -0.13], [-0.02, -0.07, 0.07], [-0.07, -0.13, 0.18], [-0.06, 0.02, -0.09], [-0.06, -0.01, 0.21], [0.50, 0.01, 0.39], [-0.02, 0.13, -0.11], [0.02, -0.08, 0.05], [-0.01, 0.05, -0.05], [0.00, 0.03, 0.02], [0.08, -0.39, 0.29], [-0.23, 0.16, -0.33], [-0.16, 1.20, -0.55], [0.23, -0.56, -0.16]],
  "mulliken_spin": [0.835, -0.232, -0.029, -0.026, 0.006, -0.002, 0.004, -0.061, 0.029, -0.040, 0.001, 0.008, -0.049, 0.001, -0.002, -0.002, 0.580, -0.068, 0.048]
}


{
  "formula": "C8H30B2O31",
  "method": "ωB97M-V/def2-TZVPD",
  "gap_ev": 9.3,
  "homo_ev": -5.4,
  "e_lumo_ha": 0.14470,
  "total_charge": -2,
  "relative_energy_kcal_mol": 188.90,
  "elements": ["O", "C", "O", "B", "O", "C", "O", "O", "C", "O", "C", "O", "O", "O", "C", "O", "B", "O", "C", "O", "O", "C", "O", "C", "O", "O", "O", "H", "H", "O", "H", "H", "O", "H", "H", "O", "H", "H", "O", "H", "H", "O", "H", "H", "O", "H", "H", "O", "H", "H", "O", "H", "H", "O", "H", "H", "O", "H", "H", "O", "H", "H", "O", "H", "H", "O", "H", "H", "O", "H", "H"],
  "positions_angstrom": [[-1.14675, -2.99134, 2.09062], [-0.71075, -2.28734, 1.19962], [-1.26875, -1.05634, 1.12262], [-0.29175, -0.18634, 0.52562], [0.87125, -1.10234, 0.25262], [0.60725, -2.31534, 0.59262], [1.17525, -3.30834, 0.30362], [0.10725, 0.90866, 1.36162], [-0.23675, 1.95966, 0.88262], [-0.07075, 3.07066, 1.38162], [-0.93275, 1.72566, -0.35938], [-0.83475, 0.51566, -0.68738], [-1.37275, 2.59466, -1.00938], [2.87625, 3.20266, -0.02838], [2.80725, 2.48766, -0.97238], [1.81725, 1.88566, -1.19338], [1.91625, 1.36766, -2.57438], [3.10025, 1.92966, -3.13338], [3.63425, 2.54466, -2.23638], [4.64625, 3.27466, -2.25838], [0.61125, 1.53266, -3.41738], [0.08125, 0.48166, -3.61138], [-1.13875, 0.34766, -4.01438], [0.97325, -0.60834, -3.16838], [1.96025, -0.08834, -2.63838], [0.76125, -1.78734, -3.56838], [2.84225, 2.15066, 2.40962], [2.75525, 2.64466, 1.76762], [3.19025, 2.68566, 3.20662], [1.03725, 5.64366, 1.87762], [0.66925, 4.72766, 1.43162], [0.18625, 5.92566, 2.07162], [-3.75475, -3.31434, 0.83362], [-4.32275, -3.26734, 1.56462], [-2.92775, -3.06634, 1.16562], [-3.97975, 3.88466, -0.51538], [-3.86075, 4.15266, 0.44562], [-3.11475, 3.41166, -0.75238], [-0.58175, 5.27366, -1.74238], [-1.10575, 5.42766, -2.51938], [-0.94475, 4.45666, -1.24538], [-1.32075, -2.80034, -1.67338], [-2.02175, -2.68234, -2.30138], [-0.44575, -2.55534, -2.04638], [-2.28475, -4.97434, 3.96362], [-3.16675, -5.20634, 3.61062], [-2.03475, -4.40634, 3.19162], [3.58825, -0.27334, 1.08862], [2.86625, -0.30434, 0.58562], [3.51125, 0.56766, 1.38862], [-1.80275, 3.35766, -4.20638], [-1.76375, 2.84566, -3.45838], [-2.59975, 2.93666, -4.56738], [1.66425, 0.01866, 3.95062], [2.22025, 0.38266, 4.65562], [1.91225, 0.75666, 3.38262], [-1.70775, -5.41434, -0.16938], [-1.25775, -5.03034, -0.90138], [-2.38975, -4.67334, 0.27062], [-4.10075, 0.93866, 0.09162], [-4.02675, 1.94466, -0.15738], [-3.88275, 0.71666, -0.75038], [1.95825, -5.75234, 0.26962], [1.48825, -6.45634, 0.64562], [1.31525, -4.94634, 0.05262], [3.40725, -3.56434, -1.59138], [2.69925, -3.81834, -0.88438], [4.26725, -3.90934, -1.35138], [-0.99475, -0.80034, 4.38662], [-1.11575, -0.92534, 3.35462], [-0.01075, -0.80734, 4.32862]],
  "atomic_forces_ev_per_a": [[0.29, -1.18, -1.58], [-3.06, 1.47, 4.82], [0.53, -0.65, -0.78], [0.13, -1.21, -1.09], [0.75, 1.89, -0.66], [-0.76, 0.27, -1.77], [1.45, -0.98, -0.19], [2.48, -5.59, 3.48], [-0.72, 7.56, 1.11], [-0.29, -0.92, -0.59], [0.76, 0.42, -0.46], [0.25, -3.45, -0.20], [-2.39, 2.93, -2.54], [1.95, 1.40, 2.31], [5.66, 5.66, 1.30], [-8.71, -6.86, -3.57], [-2.79, -1.84, -1.18], [-2.67, -2.84, -4.77], [7.20, 6.32, 5.00], [-2.07, -2.03, -0.64], [4.55, 7.90, 2.03], [-9.26, -5.08, -2.10], [4.26, 0.01, 1.03], [-3.37, -5.53, -4.24], [4.10, 0.16, 2.69], [1.05, 2.69, 2.14], [2.44, -7.05, 13.05], [-1.52, 8.38, -10.42], [-0.92, -1.13, -2.38], [0.59, -4.22, -2.18], [1.99, 2.66, 1.33], [-2.45, 1.62, 0.94], [-0.82, -1.01, -2.36], [-1.31, 0.13, 1.54], [2.05, 1.00, 0.95], [1.58, -0.64, 1.31], [-0.04, -0.50, -1.82], [-1.20, 1.27, 0.42], [-0.12, -1.42, 1.93], [-0.53, -0.41, -0.45], [0.76, 1.85, -1.53], [1.20, -0.34, 1.22], [-0.01, 0.40, -0.71], [-1.00, -0.06, -0.54], [-0.99, 0.55, -1.74], [0.39, -0.31, 0.74], [0.67, -0.32, 1.08], [4.54, -3.18, 1.36], [-4.65, -1.17, -3.54], [0.27, 4.20, 2.17], [-1.36, 1.64, -2.82], [1.11, -1.94, 3.34], [0.32, 0.41, -0.54], [1.04, 0.80, 0.75], [-0.28, -0.99, 0.78], [-0.66, 0.05, -1.63], [-3.15, 1.53, 2.99], [0.22, 1.14, -0.82], [2.76, -2.86, -2.29], [-0.51, 4.37, 2.46], [-0.79, -1.98, 1.65], [1.10, -2.49, -4.04], [-0.19, 3.38, -1.72], [-1.43, -1.18, 0.72], [1.64, -2.97, 1.24], [-2.02, -0.26, 1.09], [2.48, 0.64, -1.71], [-0.20, -0.25, 0.51], [0.68, -0.62, -3.60], [-0.42, 0.39, 3.09], [-0.59, 0.38, 0.66]],
  "lowdin_charge": [0.128, -0.332, 0.246, -0.837, 0.266, -0.402, 0.159, 0.346, -0.455, 0.127, -0.483, 0.304, 0.146, 0.179, -0.510, 0.334, -0.713, 0.363, -0.420, 0.110, 0.285, -0.474, 0.044, -0.413, 0.310, 0.087, 0.036, -0.142, 0.142, -0.115, 0.082, -0.043, 0.008, 0.027, -0.038, -0.107, 0.085, 0.031, -0.090, -0.001, 0.040, -0.014, 0.053, 0.042, -0.086, 0.029, 0.008, 0.060, -0.058, -0.055, -0.026, -0.055, 0.049, -0.048, 0.054, 0.000, -0.128, -0.028, 0.092, -0.043, 0.050, -0.035, -0.105, -0.016, 0.056, -0.099, 0.041, 0.012, -0.123, 0.063, -0.005]
}


{
  "formula": "C8H30N2O5PS4",
  "method": "ωB97M-V/def2-TZVPD",
  "gap_ev": 8.4,
  "homo_ev": -11.0,
  "e_lumo_ha": -0.09447,
  "total_charge": 1,
  "elements": ["N", "P", "N", "O", "H", "H", "H", "H", "H", "H", "C", "S", "O", "C", "H", "H", "H", "H", "H", "H", "C", "S", "O", "C", "H", "H", "H", "H", "H", "H", "C", "S", "O", "C", "H", "H", "H", "H", "H", "H", "C", "S", "O", "C", "H", "H", "H", "H", "H", "H"],
  "positions_angstrom": [[0.60399, 0.56666, 2.01990], [1.32007, -0.84621, 2.60469], [2.85600, -1.01761, 1.63089], [0.44048, -2.09977, 1.93980], [-0.22328, 0.71191, 2.61459], [0.20544, 0.44411, 1.09039], [3.52190, -0.25273, 1.75896], [3.29710, -1.88113, 1.95556], [2.64794, -1.17919, 0.63632], [0.22873, -2.65954, 2.69573], [-4.19246, -1.35146, 2.24055], [-3.08353, -0.22874, 1.38091], [-2.17875, 0.37214, 2.41425], [-4.32551, 1.00491, 0.98479], [-3.60725, -2.18987, 2.61309], [-4.66487, -0.83441, 3.07538], [-4.94573, -1.71529, 1.54271], [-4.78983, 1.36819, 1.90178], [-5.07486, 0.56641, 0.32521], [-3.83535, 1.82981, 0.47231], [4.47663, 2.75947, -1.30487], [3.57815, 1.36006, -0.62721], [4.14009, 0.10718, -1.21376], [2.02727, 1.70278, -1.47414], [5.49817, 2.71958, -0.93250], [4.47956, 2.69773, -2.39254], [4.00478, 3.68503, -0.97612], [2.19169, 1.70485, -2.55106], [1.64094, 2.66751, -1.14588], [1.31478, 0.92033, -1.21661], [-5.31463, 4.15099, -2.28837], [-6.36329, 2.85642, -1.60619], [-5.82863, 1.55057, -2.08961], [-7.81314, 3.24895, -2.59579], [-4.33092, 4.06733, -1.83046], [-5.22793, 4.02423, -3.36739], [-5.74292, 5.12530, -2.05357], [-7.56421, 3.18205, -3.65464], [-8.15895, 4.25256, -2.34876], [-8.59129, 2.52723, -2.35670], [6.74671, -4.61657, -0.68707], [5.92666, -3.61885, 0.56354], [6.73803, -3.69633, 1.80697], [4.51946, -4.72998, 0.77618], [7.68538, -4.13038, -0.94333], [6.94525, -5.61131, -0.28891], [6.11530, -4.67951, -1.57343], [4.86967, -5.71756, 1.07477], [3.96076, -4.79287, -0.15835], [3.87636, -4.32498, 1.55800]],
  "atomic_forces_ev_per_a": [[0.83, -1.34, -0.42], [-1.78, 0.38, 1.81], [-0.49, -0.65, -1.03], [1.24, 0.96, -0.01], [0.05, 0.18, -0.06], [0.02, 0.21, -0.11], [-0.12, 0.14, -0.23], [0.14, 0.07, 0.07], [0.54, 0.37, -0.16], [-0.17, -0.36, -0.09], [0.03, -0.02, 0.10], [-0.30, -0.03, -0.16], [0.00, 0.03, 0.16], [-0.06, 0.05, 0.08], [0.04, 0.02, -0.04], [0.04, 0.06, -0.02], [0.04, 0.02, -0.05], [0.08, -0.05, 0.06], [0.08, 0.01, -0.10], [0.05, -0.06, -0.04], [0.13, -0.03, -0.02], [-0.08, 0.32, -0.14], [-0.22, -0.07, 0.21], [-0.03, 0.02, 0.00], [-0.02, -0.05, 0.03], [-0.03, -0.07, 0.00], [-0.03, -0.04, 0.05], [0.06, -0.04, 0.01], [0.02, -0.01, 0.04], [0.03, -0.02, -0.01], [0.03, 0.02, -0.08], [-0.04, 0.05, -0.02], [0.01, 0.12, 0.06], [-0.03, -0.02, -0.07], [-0.03, -0.04, 0.04], [-0.03, -0.06, 0.01], [-0.01, -0.02, 0.03], [0.06, -0.03, 0.02], [0.02, -0.01, 0.04], [0.05, -0.02, 0.05], [0.02, -0.03, -0.07], [0.06, -0.09, 0.04], [-0.20, 0.03, -0.11], [-0.03, -0.06, -0.07], [-0.02, 0.06, 0.05], [-0.02, 0.03, 0.08], [-0.01, 0.04, 0.01], [0.03, 0.03, 0.04], [0.01, 0.02, 0.00], [0.05, -0.02, 0.04]],
  "lowdin_charge": [-0.155, 0.847, 0.024, -0.280, 0.010, 0.035, 0.104, 0.100, 0.108, 0.045, -0.256, 0.831, -0.587, -0.267, 0.049, 0.064, 0.062, 0.067, 0.047, 0.048, -0.248, 0.767, -0.553, -0.257, 0.059, 0.067, 0.063, 0.067, 0.062, 0.036, -0.268, 0.787, -0.561, -0.264, 0.044, 0.061, 0.056, 0.061, 0.057, 0.053, -0.260, 0.774, -0.546, -0.277, 0.056, 0.063, 0.058, 0.063, 0.055, 0.028]
}


{
  "formula": "C8H30N2O7V",
  "method": "ωB97M-V/def2-TZVPD",
  "gap_ev": [6.2, 7.5],
  "homo_ev": [-6.3, -7.6],
  "multiplicity": 4,
  "e_lumo_ha": [-0.00357, -0.00378],
  "total_charge": 0,
  "elements": ["V", "O", "H", "O", "H", "C", "C", "C", "O", "C", "N", "H", "H", "H", "H", "H", "H", "H", "H", "H", "H", "H", "C", "C", "C", "O", "C", "N", "H", "H", "H", "H", "H", "H", "H", "H", "H", "H", "H", "O", "H", "H", "O", "H", "H", "O", "H", "H"],
  "positions_angstrom": [[0.00809, 1.86418, 0.59911], [0.63153, 2.55018, -1.40815], [1.18719, 1.97775, -1.97215], [-1.25562, 0.23622, -0.00839], [-1.65293, -0.28236, -0.73485], [1.14139, 1.21166, 4.08175], [0.02755, 0.30258, 3.57662], [-0.87050, -0.48969, 4.66457], [-1.61273, -1.59957, 3.91701], [-0.90291, -2.82316, 3.60128], [-0.74300, 1.18388, 2.64893], [1.75235, 0.61047, 4.75511], [0.74589, 2.05981, 4.64062], [1.78363, 1.69952, 3.34853], [0.51190, -0.36858, 2.86735], [-1.57164, 0.10966, 5.24534], [-0.18229, -0.90124, 5.40287], [-0.74986, -3.48391, 4.45456], [0.08312, -2.65691, 3.16747], [-1.54828, -3.42299, 2.95956], [-1.38336, 1.65480, 3.27204], [-1.50052, 0.66604, 2.22688], [-1.43812, -0.73873, -3.35456], [-0.05723, -1.37123, -3.06721], [0.78342, -1.34830, -4.32174], [0.15149, -2.22584, -5.39466], [1.14675, -2.62875, -6.36845], [0.51761, -0.52594, -1.97978], [-1.28381, 0.33765, -3.43004], [-2.22763, -1.00438, -2.65155], [-1.87119, -1.25824, -4.20935], [-0.02897, -2.35288, -2.59429], [1.80829, -1.68103, -4.15735], [0.80344, -0.35765, -4.77596], [1.28807, -1.78917, -7.04906], [0.72636, -3.27618, -7.13799], [2.05841, -3.08054, -5.97748], [-0.13851, -0.51588, -1.21199], [0.41173, 0.41355, -2.33509], [-1.66981, 3.24994, 0.49486], [-2.57605, 3.15927, 0.78936], [-1.71598, 3.86349, -0.23838], [0.79828, 3.69963, 1.63980], [0.46182, 4.43326, 2.15441], [1.72922, 3.89207, 1.52775], [1.90184, 0.64285, 0.81277], [2.46458, 0.26601, 1.48919], [2.05689, 0.09844, 0.04088]],
  "atomic_forces_ev_per_a": [[-0.46, -0.57, -1.88], [0.07, -0.59, 1.00], [-0.36, 0.67, 0.69], [-0.14, -0.09, 0.49], [0.12, 1.00, 0.84], [-0.05, -0.35, 1.48], [-0.48, 0.69, -0.90], [1.29, -1.56, -2.72], [1.00, 1.28, 1.26], [-0.23, 0.58, 0.67], [-1.42, -0.51, 0.92], [0.33, 0.25, 0.17], [-0.20, -0.05, 0.32], [-0.25, -0.55, -0.48], [-0.23, -0.78, 0.45], [-0.34, 0.06, -0.63], [0.06, -0.39, -0.03], [0.01, 0.32, 0.60], [-0.12, 0.17, -0.35], [0.07, 0.51, -0.39], [0.29, 1.42, 0.45], [0.18, -1.30, -1.12], [-0.19, -2.05, -0.47], [-0.41, 1.00, 1.42], [-0.66, -1.05, -1.77], [1.78, -0.04, 1.13], [-1.46, 0.94, -0.55], [1.39, -0.40, -1.49], [-0.45, -0.10, -0.32], [0.39, 0.40, 0.82], [0.18, 0.70, -0.81], [-0.61, -0.39, -0.64], [-0.02, -0.10, 0.15], [0.10, 0.29, 0.21], [1.03, 0.62, 0.41], [-0.55, -0.80, 0.73], [-0.03, 0.28, 0.21], [0.07, -0.07, 0.50], [0.19, 0.47, 0.26], [-0.21, 0.42, 0.32], [-0.19, -0.43, 0.06], [0.37, 0.04, -0.54], [0.52, -0.06, 0.09], [-0.43, 0.00, 0.03], [0.35, 0.00, -0.31], [0.02, 0.28, 0.27], [-0.04, 0.06, 0.34], [-0.28, -0.25, -0.89]],
  "mulliken_spin": [2.938, -0.002, 0.006, 0.005, 0.012, 0.007, -0.010, 0.001, 0.000, 0.000, 0.004, 0.001, 0.000, -0.003, 0.006, 0.000, 0.000, 0.000, 0.000, 0.000, 0.010, -0.006, 0.000, -0.001, 0.001, 0.000, 0.000, 0.004, 0.000, -0.001, 0.000, 0.001, 0.000, 0.000, 0.000, 0.000, 0.000, -0.005, 0.000, 0.004, 0.004, 0.003, 0.001, 0.003, 0.003, 0.010, 0.002, 0.004]
}